A:
C54H114N6O6 | ωB97M-V with the def2-TZVPD basis set

Cartesian coordinates (Å):
C (-7.90, -16.03, -14.49)
C (-7.16, -16.12, -13.15)
C (-8.19, -15.80, -12.04)
C (-7.72, -16.21, -10.67)
C (-7.46, -17.68, -10.63)
C (-6.27, -18.13, -11.61)
N (-6.72, -17.56, -12.97)
O (-5.84, -17.94, -14.06)
C (-4.93, -17.68, -11.18)
C (-6.26, -19.71, -11.73)
C (-5.95, -15.13, -12.93)
H (-8.57, -16.87, -14.72)
H (-7.10, -15.87, -15.22)
H (-8.56, -15.16, -14.50)
H (-8.63, -14.82, -12.24)
H (-9.05, -16.44, -12.25)
H (-8.48, -15.91, -9.95)
H (-6.84, -15.73, -10.26)
H (-8.40, -18.15, -10.91)
H (-7.19, -17.82, -9.58)
H (-4.58, -18.09, -10.24)
H (-4.14, -17.87, -11.91)
H (-4.99, -16.69, -10.73)
H (-5.63, -20.08, -12.55)
H (-5.91, -20.15, -10.80)
H (-7.25, -20.10, -11.94)
H (-5.00, -15.56, -13.25)
H (-5.87, -14.77, -11.90)
H (-6.01, -14.23, -13.53)
H (-6.34, -18.58, -14.57)
C (1.07, -4.61, -25.87)
C (2.04, -5.81, -26.02)
C (3.19, -5.12, -26.78)
C (4.42, -5.90, -26.88)
C (4.95, -6.11, -25.47)
C (3.94, -6.89, -24.57)
N (2.61, -6.13, -24.72)
O (1.66, -6.72, -24.00)
C (3.95, -8.33, -24.91)
C (4.50, -6.75, -23.19)
C (1.42, -6.99, -26.87)
H (1.59, -3.87, -25.26)
H (0.19, -5.04, -25.40)
H (0.81, -4.13, -26.81)
H (2.97, -4.91, -27.83)
H (3.50, -4.22, -26.25)
H (5.21, -5.31, -27.34)
H (4.32, -6.81, -27.47)
H (5.19, -5.09, -25.17)
H (5.90, -6.63, -25.54)
H (4.94, -8.76, -24.76)
H (3.42, -8.84, -24.11)
H (3.54, -8.67, -25.86)
H (5.36, -7.39, -23.01)
H (4.78, -5.72, -22.99)
H (3.86, -6.85, -22.31)
H (0.38, -6.95, -26.56)
H (1.83, -7.99, -26.71)
H (1.32, -6.78, -27.94)
H (1.56, -6.18, -23.21)
C (-0.82, -15.39, -22.22)
C (-2.16, -14.49, -22.50)
C (-1.86, -13.60, -23.78)
C (-3.08, -13.01, -24.36)
C (-4.02, -14.13, -24.77)
C (-4.41, -15.15, -23.72)
N (-3.19, -15.45, -22.89)
O (-3.54, -16.36, -21.86)
C (-5.53, -14.45, -22.82)
C (-4.99, -16.36, -24.46)
C (-2.58, -13.69, -21.29)
H (-0.71, -16.25, -22.87)
H (-0.73, -15.57, -21.15)
H (0.05, -14.77, -22.43)
H (-1.11, -12.83, -23.61)
H (-1.40, -14.23, -24.54)
H (-2.71, -12.39, -25.18)
H (-3.69, -12.46, -23.64)
H (-3.47, -14.78, -25.45)
H (-4.87, -13.75, -25.33)
H (-5.97, -15.18, -22.15)
H (-5.10, -13.65, -22.21)
H (-6.36, -13.97, -23.34)
H (-5.45, -17.10, -23.80)
H (-5.82, -16.02, -25.08)
H (-4.29, -16.92, -25.08)
H (-3.09, -14.32, -20.57)
H (-3.11, -12.77, -21.50)
H (-1.67, -13.40, -20.76)
H (-3.57, -15.78, -21.09)
C (7.96, -11.68, -16.25)
C (7.76, -12.97, -15.44)
C (7.54, -12.59, -13.96)
C (6.05, -12.17, -13.70)
C (5.14, -13.25, -14.19)
C (5.29, -13.58, -15.66)
N (6.74, -13.89, -16.00)
O (7.05, -14.44, -17.27)
C (4.43, -14.81, -15.89)
C (4.73, -12.51, -16.57)
C (9.11, -13.65, -15.51)
H (8.22, -12.01, -17.26)
H (8.81, -11.11, -15.87)
H (6.97, -11.23, -16.26)
H (7.87, -13.34, -13.24)
H (8.19, -11.75, -13.72)
H (5.95, -11.19, -14.17)
H (6.05, -11.95, -12.63)
H (4.11, -13.00, -13.92)
H (5.33, -14.24, -13.76)
H (4.51, -15.45, -15.01)
H (3.34, -14.83, -15.85)
H (4.60, -15.28, -16.86)
H (5.35, -12.26, -17.43)
H (3.76, -12.80, -16.96)
H (4.64, -11.51, -16.13)
H (8.98, -14.63, -15.06)
H (9.78, -13.22, -14.77)
H (9.68, -13.92, -16.41)
H (6.85, -13.67, -17.81)
C (-16.98, -15.73, -18.68)
C (-15.43, -15.73, -18.49)
C (-15.05, -16.69, -17.27)
C (-15.04, -18.22, -17.43)
C (-14.13, -18.50, -18.72)
C (-14.66, -17.71, -19.95)
N (-14.76, -16.27, -19.66)
O (-14.89, -15.45, -20.78)
C (-13.57, -17.89, -21.05)
C (-15.94, -18.28, -20.50)
C (-14.85, -14.33, -18.14)
H (-17.22, -15.26, -19.63)
H (-17.61, -15.37, -17.86)
H (-17.35, -16.73, -18.88)
H (-14.12, -16.34, -16.83)
H (-15.80, -16.54, -16.49)
H (-16.08, -18.49, -17.57)
H (-14.68, -18.74, -16.54)
H (-14.18, -19.57, -18.89)
H (-13.08, -18.32, -18.48)
H (-13.16, -18.89, -21.24)
H (-13.88, -17.32, -21.92)
H (-12.67, -17.44, -20.63)
H (-16.53, -17.63, -21.15)
H (-15.59, -19.12, -21.10)
H (-16.74, -18.66, -19.88)
H (-13.82, -14.38, -18.48)
H (-14.80, -14.01, -17.10)
H (-15.42, -13.58, -18.69)
H (-15.82, -15.61, -20.92)
C (-12.64, -17.77, -28.61)
C (-13.11, -18.39, -29.90)
C (-12.03, -19.10, -30.62)
C (-11.86, -20.63, -30.03)
C (-13.16, -21.40, -30.18)
C (-14.21, -20.76, -29.25)
N (-14.28, -19.33, -29.74)
O (-15.34, -18.63, -29.20)
C (-15.54, -21.49, -29.55)
C (-13.80, -20.90, -27.76)
C (-13.52, -17.23, -30.94)
H (-12.00, -16.90, -28.75)
H (-12.08, -18.47, -27.99)
H (-13.42, -17.48, -27.91)
H (-12.03, -19.17, -31.71)
H (-11.01, -18.79, -30.37)
H (-11.37, -20.62, -29.06)
H (-11.06, -20.93, -30.71)
H (-12.79, -22.38, -29.89)
H (-13.47, -21.44, -31.22)
H (-15.32, -22.55, -29.46)
H (-16.32, -21.42, -28.79)
H (-15.86, -21.57, -30.59)
H (-14.53, -20.32, -27.20)
H (-13.85, -21.96, -27.50)
H (-12.80, -20.48, -27.67)
H (-14.28, -16.55, -30.55)
H (-13.73, -17.62, -31.94)
H (-12.63, -16.61, -30.96)
H (-16.04, -18.71, -29.86)

Lowest unoccupied orbital energy   0.52 eV
Gap between HOMO and LUMO   0.31149 Ha
SMILES   CC1(C)CCCC(C)(C)N1O.CC1(C)CCCC(C)(C)N1O.CC1(C)CCCC(C)(C)N1O.CC1(C)CCCC(C)(C)N1O.CC1(C)CCCC(C)(C)N1O.CC1(C)CCCC(C)(C)N1O


B:
C54H114N6O6 | ωB97M-V with the def2-TZVPD basis set

Cartesian coordinates (Å):
C (-5.36, 2.64, 2.46)
C (-4.04, 1.89, 2.22)
C (-3.06, 2.24, 3.32)
C (-3.27, 1.41, 4.60)
C (-3.08, -0.05, 4.24)
C (-4.02, -0.55, 3.15)
N (-4.21, 0.45, 2.10)
O (-5.20, 0.11, 1.18)
C (-3.39, -1.77, 2.50)
C (-5.34, -0.98, 3.81)
C (-3.41, 2.40, 0.91)
H (-5.85, 2.29, 3.38)
H (-6.09, 2.47, 1.67)
H (-5.18, 3.71, 2.57)
H (-2.03, 2.14, 2.98)
H (-3.11, 3.29, 3.63)
H (-4.27, 1.60, 4.97)
H (-2.50, 1.74, 5.31)
H (-3.21, -0.65, 5.15)
H (-2.03, -0.29, 4.03)
H (-4.04, -2.21, 1.73)
H (-2.48, -1.50, 1.97)
H (-3.15, -2.57, 3.21)
H (-5.98, -0.14, 4.10)
H (-5.93, -1.65, 3.18)
H (-5.18, -1.52, 4.75)
H (-3.01, 3.41, 1.04)
H (-4.11, 2.43, 0.08)
H (-2.52, 1.81, 0.69)
H (-4.75, -0.44, 0.52)
C (1.73, -6.03, -0.15)
C (0.54, -6.57, -0.91)
C (-0.27, -5.33, -1.35)
C (-1.37, -5.56, -2.35)
C (-0.78, -6.30, -3.53)
C (0.06, -7.54, -3.20)
N (1.01, -7.22, -2.15)
O (1.72, -8.42, -1.82)
C (-0.89, -8.73, -2.92)
C (0.82, -7.90, -4.49)
C (-0.39, -7.46, -0.05)
H (2.48, -6.83, 0.00)
H (1.44, -5.68, 0.84)
H (2.27, -5.26, -0.70)
H (-0.68, -4.95, -0.40)
H (0.33, -4.46, -1.65)
H (-1.86, -4.64, -2.69)
H (-2.20, -6.15, -1.93)
H (-0.03, -5.63, -4.00)
H (-1.48, -6.49, -4.35)
H (-1.69, -8.39, -2.25)
H (-1.35, -9.12, -3.82)
H (-0.41, -9.56, -2.40)
H (1.18, -8.92, -4.39)
H (0.13, -7.87, -5.34)
H (1.61, -7.19, -4.74)
H (-1.42, -7.11, -0.12)
H (-0.05, -7.42, 0.99)
H (-0.33, -8.50, -0.35)
H (2.63, -8.11, -1.74)
C (-5.97, 1.45, -1.82)
C (-6.06, 0.14, -2.60)
C (-6.57, 0.46, -4.00)
C (-6.45, -0.74, -4.92)
C (-5.00, -1.17, -5.03)
C (-4.23, -1.38, -3.70)
N (-4.72, -0.43, -2.70)
O (-4.10, -0.61, -1.44)
C (-4.37, -2.85, -3.29)
C (-2.76, -1.06, -3.98)
C (-7.02, -0.83, -1.88)
H (-5.25, 2.13, -2.29)
H (-5.59, 1.29, -0.82)
H (-6.93, 1.96, -1.75)
H (-7.61, 0.78, -3.91)
H (-5.99, 1.27, -4.45)
H (-6.83, -0.54, -5.93)
H (-7.08, -1.57, -4.58)
H (-4.45, -0.49, -5.67)
H (-5.03, -2.12, -5.58)
H (-5.42, -3.11, -3.14)
H (-3.96, -3.52, -4.04)
H (-3.88, -3.03, -2.33)
H (-2.16, -1.06, -3.07)
H (-2.33, -1.79, -4.68)
H (-2.64, -0.06, -4.41)
H (-6.64, -1.19, -0.92)
H (-7.15, -1.71, -2.51)
H (-7.99, -0.37, -1.70)
H (-3.33, -0.03, -1.48)
C (-0.09, -0.24, 2.27)
C (1.06, 0.40, 1.46)
C (2.31, -0.45, 1.68)
C (2.19, -1.83, 1.07)
C (1.83, -1.72, -0.42)
C (0.63, -0.82, -0.71)
N (0.84, 0.43, 0.02)
O (-0.20, 1.36, -0.28)
C (0.68, -0.48, -2.20)
C (-0.74, -1.47, -0.47)
C (1.28, 1.81, 1.99)
H (-0.25, -1.29, 2.07)
H (-1.02, 0.28, 2.02)
H (0.07, -0.01, 3.32)
H (3.19, 0.09, 1.30)
H (2.47, -0.51, 2.76)
H (1.46, -2.45, 1.60)
H (3.14, -2.38, 1.12)
H (1.63, -2.71, -0.83)
H (2.70, -1.30, -0.93)
H (0.48, -1.34, -2.84)
H (-0.05, 0.30, -2.42)
H (1.66, -0.08, -2.48)
H (-0.83, -2.07, 0.43)
H (-1.53, -0.71, -0.41)
H (-1.03, -2.09, -1.32)
H (1.08, 1.86, 3.06)
H (0.71, 2.58, 1.47)
H (2.35, 2.07, 1.95)
H (0.26, 2.00, -0.84)
C (0.26, 5.24, -0.27)
C (0.98, 5.50, -1.60)
C (1.90, 6.71, -1.54)
C (3.29, 6.50, -0.88)
C (3.56, 5.06, -0.48)
C (3.18, 4.04, -1.55)
N (1.79, 4.34, -1.96)
O (0.97, 3.20, -2.19)
C (4.06, 4.16, -2.79)
C (3.24, 2.65, -0.89)
C (-0.02, 5.77, -2.71)
H (1.00, 5.01, 0.49)
H (-0.49, 4.45, -0.42)
H (-0.34, 6.10, 0.04)
H (2.09, 7.09, -2.55)
H (1.41, 7.56, -1.07)
H (3.36, 7.15, 0.00)
H (4.08, 6.86, -1.55)
H (3.13, 4.80, 0.48)
H (4.65, 5.00, -0.35)
H (3.76, 3.37, -3.48)
H (3.86, 5.10, -3.28)
H (5.12, 4.00, -2.57)
H (2.66, 2.70, 0.03)
H (2.81, 1.89, -1.53)
H (4.29, 2.46, -0.67)
H (0.47, 5.98, -3.66)
H (-0.65, 6.64, -2.48)
H (-0.70, 4.93, -2.90)
H (0.97, 3.12, -3.15)
C (4.96, 3.85, 2.44)
C (5.49, 3.49, 3.84)
C (4.51, 2.55, 4.55)
C (4.57, 1.14, 4.00)
C (5.97, 0.58, 4.09)
C (7.00, 1.47, 3.42)
N (6.82, 2.88, 3.80)
O (7.70, 3.71, 3.05)
C (8.39, 1.05, 3.92)
C (7.01, 1.20, 1.91)
C (5.60, 4.78, 4.65)
H (4.72, 2.95, 1.88)
H (5.66, 4.47, 1.88)
H (4.07, 4.48, 2.52)
H (4.75, 2.57, 5.62)
H (3.50, 2.95, 4.43)
H (4.18, 1.14, 2.98)
H (3.80, 0.53, 4.50)
H (5.96, -0.43, 3.67)
H (6.19, 0.35, 5.14)
H (9.17, 1.64, 3.44)
H (8.49, 1.21, 5.00)
H (8.60, 0.01, 3.65)
H (7.03, 0.14, 1.66)
H (6.19, 1.64, 1.34)
H (7.89, 1.68, 1.46)
H (6.38, 4.65, 5.41)
H (4.69, 5.07, 5.18)
H (5.93, 5.62, 4.03)
H (8.40, 3.88, 3.69)

Lowest unoccupied orbital energy   0.48 eV
Gap between HOMO and LUMO   0.29808 Ha
SMILES   CC1(C)CCCC(C)(C)N1O.CC1(C)CCCC(C)(C)N1O.CC1(C)CCCC(C)(C)N1O.CC1(C)CCCC(C)(C)N1O.CC1(C)CCCC(C)(C)N1O.CC1(C)CCCC(C)(C)N1O


B is the most stable structure; the next one sits 0.2806 hartree above it.


A:
C15H22N2O4 | ωB97M-V with the def2-TZVPD basis set

Cartesian coordinates (Å):
C (-0.90, -1.92, -1.17)
C (0.43, -1.11, -1.20)
C (-2.04, -1.12, -0.49)
C (-2.33, 0.22, -1.16)
C (-1.98, 1.44, -0.53)
C (-3.00, 0.27, -2.33)
C (-2.24, 2.64, -1.14)
C (-3.32, 1.53, -2.92)
C (-2.95, 2.75, -2.36)
C (2.26, -0.47, 0.34)
C (2.87, -1.85, 0.57)
C (2.41, 0.59, 1.39)
C (2.28, 1.95, 0.74)
C (1.28, 0.53, 2.51)
C (1.18, -0.71, 3.46)
H (-0.89, -3.12, 0.55)
H (0.02, -3.76, -0.70)
H (-1.05, -2.15, -2.24)
H (-2.91, -1.81, -0.40)
H (-1.70, -0.93, 0.57)
H (-1.53, 1.39, 0.42)
H (-3.32, -0.69, -2.87)
H (-1.95, 3.65, -0.70)
H (-3.92, 1.57, -3.87)
H (-3.79, 3.88, -3.69)
H (0.38, -1.20, 0.80)
H (2.77, -0.17, -0.63)
H (3.42, 0.54, 1.83)
H (1.35, 1.98, 0.17)
H (3.05, 2.14, -0.07)
H (2.26, 2.74, 1.51)
H (1.48, 1.33, 3.24)
H (0.31, 0.77, 2.01)
H (2.09, -0.76, 3.99)
H (1.02, -1.68, 3.00)
H (0.29, -0.46, 4.07)
H (4.39, -2.57, 1.35)
N (-0.80, -3.23, -0.43)
N (0.85, -0.73, 0.04)
O (0.99, -0.82, -2.25)
O (-3.24, 3.99, -2.88)
O (2.37, -2.91, 0.32)
O (4.06, -1.70, 1.15)

Lowest unoccupied orbital energy   0.57 eV
Gap between HOMO and LUMO   0.33600 Ha
SMILES   CC[C@H](C)[C@H](NC(=O)[C@@H](N)Cc1ccc(O)cc1)C(=O)O


B:
C15H22N2O4 | ωB97M-V with the def2-TZVPD basis set

Cartesian coordinates (Å):
O (0.02, 0.77, 1.16)
C (-0.47, -0.11, 0.46)
N (0.30, -0.96, -0.26)
C (1.73, -0.84, -0.30)
C (2.34, -1.49, 0.94)
O (3.72, -1.14, 1.02)
C (2.19, -1.53, -1.59)
O (1.49, -2.36, -2.14)
N (3.47, -1.25, -1.96)
C (4.11, 0.07, -1.88)
C (5.34, -0.09, -2.78)
C (5.26, -1.56, -3.20)
O (3.86, -1.85, -3.17)
C (-1.96, -0.29, 0.35)
C (-2.74, -0.31, 1.69)
C (-3.72, 0.69, 1.08)
C (-2.76, 0.98, -0.07)
C (-5.22, 0.52, 0.95)
C (-4.63, 1.62, 1.75)
C (-4.79, 2.20, 3.10)
C (-4.78, 3.09, 1.86)
H (-0.11, -1.64, -0.88)
H (2.00, 0.22, -0.29)
H (1.79, -1.11, 1.80)
H (2.21, -2.58, 0.88)
H (4.07, -1.47, 1.85)
H (3.44, 0.86, -2.24)
H (4.37, 0.27, -0.84)
H (5.25, 0.56, -3.66)
H (6.27, 0.15, -2.27)
H (5.60, -1.76, -4.21)
H (5.78, -2.20, -2.49)
H (-2.21, -1.15, -0.28)
H (-3.14, -1.27, 2.01)
H (-2.15, 0.13, 2.49)
H (-2.17, 1.88, 0.10)
H (-3.17, 0.98, -1.08)
H (-5.67, 0.76, 0.00)
H (-5.67, -0.32, 1.48)
H (-5.74, 2.07, 3.60)
H (-3.93, 2.24, 3.75)
H (-3.90, 3.70, 1.69)
H (-5.72, 3.53, 1.56)

Lowest unoccupied orbital energy   0.68 eV
Gap between HOMO and LUMO   0.35986 Ha
SMILES   O=C([C@H](CO)NC(=O)[C@H]1C[C@@]2(C1)C[C@]21CC1)N1CCCO1


C:
C15H22N2O4 | ωB97M-V with the def2-TZVPD basis set

Cartesian coordinates (Å):
C (3.17, 0.51, -0.35)
C (1.76, 0.23, -0.32)
C (4.19, -0.47, 0.07)
C (4.02, -0.96, 1.62)
C (4.53, -1.61, -0.86)
C (5.28, -2.79, -0.21)
C (-0.51, 1.24, -0.39)
C (-0.96, 2.76, -0.41)
C (-1.19, 0.59, 0.98)
C (-2.31, -0.20, 0.53)
C (-2.29, -1.30, -0.34)
C (-3.60, 0.16, 1.16)
C (-3.41, -2.16, -0.54)
C (-4.72, -0.56, 0.76)
C (-4.69, -1.65, -0.18)
H (4.68, 1.71, 0.29)
H (3.11, 1.64, 1.37)
H (3.43, 0.67, -1.46)
H (5.05, 0.23, 0.15)
H (5.00, -1.88, 1.67)
H (2.72, -0.97, 2.01)
H (4.58, 0.03, 2.32)
H (5.35, -1.19, -1.65)
H (3.62, -1.98, -1.58)
H (6.26, -2.54, 0.29)
H (4.77, -3.46, 0.50)
H (5.57, -3.66, -0.96)
H (1.40, 2.37, -0.59)
H (-0.91, 0.58, -1.12)
H (-1.73, 1.45, 1.56)
H (-0.56, -0.15, 1.45)
H (-1.24, -1.44, -0.84)
H (-3.68, 0.87, 2.03)
H (-3.36, -3.19, -1.01)
H (-5.75, -0.57, 1.00)
H (-6.58, -2.21, 0.13)
H (-2.73, 3.53, -0.40)
N (3.54, 1.86, 0.34)
N (0.94, 1.39, -0.28)
O (1.22, -0.92, -0.41)
O (-0.25, 3.66, -0.17)
O (-5.71, -2.38, -0.42)
O (-2.25, 2.73, -0.84)

Lowest unoccupied orbital energy   0.54 eV
Gap between HOMO and LUMO   0.31203 Ha


A is the most stable structure; the next one sits 0.1450 hartree above it.